Record 1
Molecular formula: C34H29AsBrN5O2S2Zn
Method: DFT, the ωB97M-V functional and the def2-TZVPD basis

The geometry in XYZ format:
```
75
Properties=species:S:1:pos:R:3:forces:R:3
Zn 0.49980 -0.65433 0.64633 0.0 0.2 -0.1
N 7.80272 -2.13560 2.28644 0.2 0.0 0.0
C 6.42534 -2.09896 2.40741 0.0 0.0 0.1
C 5.83321 -1.70741 3.61245 -0.1 0.0 0.0
C 4.46007 -1.63684 3.72383 0.0 0.0 0.0
C 3.65795 -1.95556 2.63406 0.1 0.1 0.1
C 4.23174 -2.33779 1.43218 0.0 0.0 0.0
C 5.60820 -2.40952 1.32127 -0.1 0.0 0.0
S 1.92226 -1.81927 2.80385 0.1 -0.1 0.0
O 1.56228 -2.17286 4.14933 -0.1 0.0 -0.1
O 1.34519 -2.59575 1.69951 0.1 0.0 0.1
N 1.56747 -0.29613 2.41604 -0.5 -0.3 -0.3
C 0.70780 0.43782 3.20777 0.5 -0.1 -0.2
N -0.36659 0.85241 2.52635 -0.4 0.2 -0.1
C -1.24571 1.60367 3.17311 0.0 0.1 0.1
C -1.07447 1.93000 4.50657 0.0 0.0 0.0
C 0.08044 1.45415 5.10962 0.0 0.0 0.0
N 0.98904 0.72595 4.47420 -0.1 0.1 0.2
H 8.32642 -2.21495 3.14187 0.0 0.0 0.0
H 8.17740 -2.68837 1.53418 0.0 0.0 0.0
H 6.45691 -1.45855 4.46098 0.0 0.0 0.0
H 4.00217 -1.34022 4.65623 -0.1 0.0 0.1
H 3.60481 -2.58023 0.58646 0.0 0.0 0.0
H 6.05612 -2.70526 0.38108 0.0 0.0 0.0
H -2.10720 1.94773 2.60890 0.0 0.0 0.0
H -1.78956 2.53091 5.04618 0.0 0.0 0.0
H 0.29215 1.67875 6.14928 0.0 0.0 0.0
C -2.06619 -3.60824 -3.12088 0.0 -0.1 0.0
C -2.02663 -3.33864 -1.64715 0.0 0.1 0.0
C -2.77754 -4.05745 -0.72690 0.0 0.0 0.0
C -2.71177 -3.74541 0.61993 0.1 0.0 -0.1
C -1.87438 -2.71295 1.00420 -0.2 0.1 0.1
Br -1.83187 -2.20232 2.81989 0.0 -0.1 0.0
N -1.13239 -2.02267 0.15086 0.2 -0.1 0.2
C -1.21335 -2.33502 -1.14546 0.0 -0.1 0.0
H -2.66999 -4.48648 -3.34127 0.0 0.0 0.0
H -1.06448 -3.77554 -3.51459 0.0 0.0 0.0
H -2.49525 -2.76005 -3.65411 0.0 0.0 0.0
H -3.42014 -4.86191 -1.06004 0.0 0.0 0.0
H -3.29318 -4.27769 1.35542 0.0 0.0 0.0
H -0.56184 -1.76403 -1.79996 0.0 0.0 0.0
S 1.85063 -0.68548 -1.24024 0.0 0.0 0.0
C 1.40274 0.60092 -2.36824 0.1 -0.1 0.0
C 2.31213 0.85020 -3.40901 0.0 0.0 0.0
C 2.07759 1.82303 -4.35613 -0.1 0.1 0.0
C 0.92375 2.60220 -4.30125 0.0 0.0 0.0
C 0.01871 2.37437 -3.28328 0.0 0.1 -0.1
C 0.24166 1.38099 -2.33109 -0.2 0.0 0.1
As -1.03906 1.09343 -0.91203 0.3 0.1 0.2
C -2.63902 0.57100 -1.87199 0.0 0.0 0.0
C -2.61388 0.20381 -3.21309 0.0 0.0 0.0
C -3.76126 -0.28620 -3.82515 0.0 0.0 0.0
C -4.93679 -0.41859 -3.10376 0.0 0.0 0.0
C -4.96633 -0.06066 -1.76270 0.0 0.0 0.0
C -3.82159 0.42410 -1.14956 0.0 0.0 0.1
C -1.40851 2.92998 -0.40450 -0.1 -0.1 -0.1
C -0.45026 3.55486 0.38989 0.0 0.0 0.0
C -0.62992 4.86674 0.79689 0.0 0.0 0.0
C -1.77438 5.56033 0.42479 0.0 0.0 0.0
C -2.73331 4.93950 -0.35874 0.0 0.0 0.0
C -2.55119 3.62592 -0.77579 -0.1 0.0 0.0
H 3.21870 0.26200 -3.45093 0.0 0.0 0.0
H 2.80508 1.98484 -5.14066 0.0 0.0 0.0
H 0.74190 3.37532 -5.03468 0.0 0.0 0.0
H -0.87850 2.98337 -3.22230 0.0 0.0 0.0
H -1.70052 0.30188 -3.78746 0.0 0.0 0.0
H -3.73296 -0.55987 -4.87181 0.0 0.0 0.0
H -5.82846 -0.79915 -3.58326 0.0 0.0 0.0
H -5.87912 -0.16387 -1.19169 0.0 0.0 0.0
H -3.85527 0.68132 -0.09498 0.0 0.0 0.0
H 0.44292 3.01824 0.69254 0.0 0.0 0.0
H 0.12307 5.34512 1.40875 0.0 0.0 0.0
H -1.91527 6.58375 0.74501 0.0 0.0 0.0
H -3.62496 5.47675 -0.65322 0.0 0.0 0.0
H -3.30530 3.15443 -1.39576 0.0 0.0 0.0
```
Positions in Å, forces in eV/Å.

As for the relative energy (zero: lowest compared OMol25 entry of this formula, charge and spin): 14.0 kcal per mole. As for the HOMO-LUMO gap: 7.8 eV.

Okay, here come the Mulliken numbers, in e, for every atom: Zn 1.4227; N -0.5519; C 1.1523; C -0.8228; C -0.4946; C -0.3720; C -0.1653; C -0.9501; S 1.4338; O -0.7040; O -0.7388; N -0.1060; C 0.1336; N 0.3094; C -0.2168; C -0.8242; C -0.3082; N -0.5399; H 0.2228; H 0.2229; H 0.2815; H 0.4607; H 0.4331; H 0.2804; H 0.4279; H 0.4002; H 0.4139; C -1.2744; C 0.5680; C -0.5514; C -0.6761; C 0.0022; Br -0.0801; N 0.2512; C -0.4560; H 0.3897; H 0.3473; H 0.1410; H 0.3907; H 0.4661; H 0.4031; S -0.4643; C 0.4624; C -0.7869; C -0.5789; C -0.8400; C 0.1334; C -0.5141; As 1.1815; C 0.3059; C -0.5833; C -0.5817; C -0.5128; C -0.7484; C -0.5046; C 0.1216; C -0.5582; C -0.6576; C -0.4888; C -0.6228; C -0.1869; H 0.4334; H 0.3682; H 0.4033; H 0.4361; H 0.3384; H 0.4545; H 0.3955; H 0.4209; H 0.4876; H 0.3736; H 0.4232; H 0.3849; H 0.4134; H 0.3693

Record 2
Molecular formula: C34H29CeGeN2OS2
Method: DFT, the ωB97M-V functional and the def2-TZVPD basis

The geometry in XYZ format:
```
70
Properties=species:S:1:pos:R:3:forces:R:3
Ce -1.34563 -0.53465 -1.62056 -0.4 0.3 -2.2
C -0.24413 3.00511 0.85028 -0.4 -2.1 1.7
C -0.33730 2.32562 -0.44127 -1.6 -1.3 -0.6
N -1.24018 1.31197 -0.58793 1.3 1.8 -0.4
N -1.82872 0.55277 0.45567 0.8 0.8 0.1
C -3.16643 0.29282 0.46568 0.1 -0.8 0.1
S -4.11699 -0.26848 -0.87887 1.1 0.9 0.3
S -3.64905 0.13117 2.13640 0.7 0.3 0.0
C -5.40201 0.56070 2.07964 0.1 0.1 -1.0
C -5.55117 2.07093 1.80667 0.0 -0.9 -0.3
C -6.09162 2.52706 0.59854 -0.5 -0.9 0.8
C -6.16389 3.88325 0.38722 0.2 1.5 -1.0
C -5.64204 4.81364 1.27195 0.8 -1.4 1.0
C -5.07682 4.32756 2.46856 0.1 0.7 -0.4
C -5.02927 2.96429 2.73853 -0.5 -0.1 -0.1
C 0.35658 2.84478 -1.60910 -0.4 -0.9 -0.1
C 0.94548 4.11770 -1.54370 0.2 1.1 0.1
C 1.42101 4.78009 -2.68554 0.0 -0.5 0.8
C 1.42599 4.11216 -3.90786 -0.5 -0.9 -0.5
C 0.92841 2.78584 -3.96673 0.7 1.3 -0.8
C 0.38843 2.15963 -2.86548 -0.7 -2.2 -0.1
O -0.04356 0.84516 -3.06593 -0.4 0.9 2.2
H -0.76792 3.91506 0.79043 -0.6 1.4 0.0
H 0.76050 3.16689 1.19351 0.5 0.2 -0.1
H -0.76573 2.37919 1.62291 0.4 0.6 -0.7
H -5.76399 0.23590 3.05771 -0.2 0.0 -0.2
H -5.72441 -0.11370 1.26226 -0.8 0.6 0.6
H -6.56726 1.79959 -0.06802 0.3 0.4 0.0
H -6.53070 4.32984 -0.53077 -0.3 -0.5 -0.1
H -5.55592 5.85906 1.02285 -0.3 0.1 0.0
H -4.63264 5.07415 3.11801 -0.1 -0.3 0.3
H -4.65794 2.50831 3.65887 0.2 0.6 -0.1
H 0.98101 4.63739 -0.56026 -0.1 -0.4 -1.0
H 1.80802 5.78647 -2.59718 0.0 -0.1 0.0
H 1.77629 4.60738 -4.84456 -0.2 -0.5 1.0
H 0.95770 2.22840 -4.90316 -0.1 0.2 0.2
C 1.80541 -1.86122 4.38804 -0.1 0.3 -0.4
C 2.19559 -2.96720 3.61982 0.4 -0.5 -0.1
C 1.89973 -2.99604 2.25470 0.2 -1.1 -0.6
C 1.37698 -1.89351 1.58531 -1.0 0.9 -0.3
C 1.05076 -0.76476 2.34082 0.2 0.7 -0.1
C 1.25116 -0.76371 3.71844 -0.3 0.2 0.1
Ge 1.21011 -1.73210 -0.41519 2.5 -2.2 2.7
C 1.32293 -3.65763 -0.90522 -0.1 0.0 -0.8
C 2.24745 -4.21882 -1.79020 0.0 0.1 -0.2
C 2.27076 -5.55370 -2.10184 -0.3 -1.1 0.3
C 1.38233 -6.45889 -1.44538 0.8 0.7 -0.5
C 0.46153 -5.92647 -0.55915 0.6 0.2 0.3
C 0.45371 -4.54677 -0.31283 -2.3 0.5 1.2
C 3.06406 -1.13041 -0.76607 -0.3 -0.3 -0.3
C 3.33826 -0.73818 -2.04957 0.7 1.1 -1.5
C 4.54637 -1.02549 -2.66172 -0.3 -0.5 0.1
C 5.50961 -1.79292 -1.96190 0.0 -0.2 -0.1
C 5.32886 -1.97559 -0.57630 0.3 0.1 -0.7
C 4.12608 -1.62319 0.00749 0.6 -0.3 1.8
H 1.89977 -1.81257 5.47931 0.2 -0.2 -0.5
H 2.79018 -3.81782 4.02222 -0.9 0.7 0.0
H 2.08913 -3.90415 1.64940 0.2 0.5 0.7
H 0.69558 0.15439 1.83051 0.0 -0.7 0.5
H 0.93865 0.12410 4.26222 0.2 -0.2 0.1
H 3.04711 -3.65627 -2.18331 0.6 1.0 -0.7
H 3.01822 -5.87525 -2.84255 -0.4 -0.1 0.6
H 1.48270 -7.54009 -1.57909 -0.2 0.5 -0.1
H -0.16698 -6.59791 0.00188 -0.3 0.1 0.1
H -0.30491 -4.09762 0.39882 0.8 -0.9 -0.7
H 2.61796 -0.19843 -2.64122 -0.4 0.1 -0.1
H 4.62055 -0.69953 -3.69289 0.5 -0.4 0.0
H 6.36764 -2.30655 -2.45203 -0.6 1.0 0.3
H 6.18912 -2.35287 -0.01349 -0.7 -0.1 0.1
H 4.01951 -1.81588 1.08220 -0.1 0.2 -0.5
```
Positions in Å, forces in eV/Å.

As for the HOMO-LUMO gap (alpha / beta): 3.7 / 3.2 eV. The multiplicity is 2. As for the net charge: +2.

Okay, here come the Mulliken numbers, in e, for every atom: Ce 1.0609; C -2.0224; C 1.4796; N 0.2260; N -0.4566; C 0.3300; S -0.3281; S 0.0226; C -1.2654; C 0.8936; C -0.3867; C -0.4524; C -0.5963; C -0.5231; C -0.4468; C 0.1246; C -0.8594; C -0.8075; C -0.3704; C -0.3446; C 0.5407; O -0.7756; H 0.6842; H 0.4478; H 0.3038; H 0.4832; H 0.4611; H 0.3916; H 0.3572; H 0.4294; H 0.3912; H 0.3710; H 0.3600; H 0.4254; H 0.3782; H 0.4804; C -0.5567; C -0.5306; C 0.0891; C -0.0199; C -0.0424; C -0.5668; Ge 0.7621; C 0.1606; C -0.1356; C -0.6663; C -0.4368; C -0.7632; C -0.1027; C 0.2995; C -0.0822; C -0.6696; C -0.4410; C -0.7657; C 0.0422; H 0.4038; H 0.3897; H 0.3366; H 0.1256; H 0.4278; H 0.1622; H 0.4130; H 0.4088; H 0.4306; H 0.2559; H 0.3426; H 0.4315; H 0.4268; H 0.4215; H 0.4424

Record 3
Molecular formula: C34H29F3N2O3RhTe
Method: DFT, the ωB97M-V functional and the def2-TZVPD basis

The geometry in XYZ format:
```
73
Properties=species:S:1:pos:R:3:forces:R:3
Rh -0.15237 -0.04622 -0.04615 1.3 0.4 -1.1
O 1.33917 -3.70353 -1.17199 -0.1 0.1 0.0
C 0.72803 -2.69097 -0.90149 -0.1 -0.3 0.0
O 1.22135 -1.50681 -0.74481 -0.2 0.6 0.3
C -0.78177 -2.77226 -0.69008 0.0 0.5 0.1
C -1.42044 -3.99478 -0.45261 -0.2 -0.3 -0.1
C -2.75740 -4.00335 -0.17076 0.2 0.0 0.0
C -3.47545 -2.78733 -0.13677 0.2 0.3 -0.2
C -4.85382 -2.70498 0.14851 -0.2 0.0 0.0
C -5.50878 -1.50476 0.08683 0.0 -0.2 0.1
C -4.81187 -0.33051 -0.24648 0.3 0.1 0.0
C -3.46508 -0.36914 -0.49321 -0.1 0.2 0.1
C -2.77195 -1.59196 -0.43191 -0.2 -0.5 -0.1
N -1.42691 -1.61770 -0.67326 -0.7 -0.7 -0.1
H -0.82138 -4.89272 -0.50080 0.0 0.0 0.0
H -3.28249 -4.93334 0.00903 0.0 0.0 0.1
H -5.38697 -3.60818 0.41916 0.0 0.0 -0.1
H -6.56955 -1.45762 0.29387 0.0 0.0 0.0
H -5.34142 0.61073 -0.30688 0.0 0.0 0.0
H -2.90976 0.52354 -0.75537 0.0 0.0 0.0
F -1.48285 0.99850 2.40541 0.0 -0.2 -0.2
C -0.61907 -0.00053 2.01535 -0.1 0.2 1.2
F 0.52359 0.23426 2.75040 -0.2 -0.2 -0.1
F -1.14342 -1.13766 2.53848 0.0 -0.1 -0.1
C 2.24798 5.79351 7.78900 0.0 -0.1 -0.1
C 1.95727 5.19308 6.43980 -0.1 0.0 0.1
C 2.41169 5.77818 5.26821 0.0 0.0 0.0
C 2.12307 5.23141 4.01977 0.1 0.0 -0.1
C 2.63031 5.90856 2.77188 0.0 0.0 0.1
C 1.37264 4.05892 3.97315 -0.4 -0.5 -0.2
Te 0.81151 3.33877 1.88321 0.7 1.0 0.5
N 0.23267 2.08996 0.18521 -0.4 -0.5 -0.3
C -0.49077 2.43766 -0.85977 0.3 0.4 0.2
O -0.87867 1.50243 -1.62801 -0.1 -0.6 0.2
C -0.79447 3.84150 -1.26096 -0.1 0.0 -0.1
C -1.31737 4.79265 -0.39032 -0.1 -0.1 -0.1
C -1.55959 6.08256 -0.83859 0.0 0.0 0.0
C -1.28178 6.42920 -2.15246 0.0 0.0 0.0
C -0.79341 5.47365 -3.03232 0.0 0.0 0.0
C -0.56464 4.18072 -2.59250 0.1 0.0 0.1
C 2.73084 2.49430 1.67575 0.0 0.0 -0.2
C 3.24640 1.77986 2.75350 -0.1 0.0 0.0
C 4.44359 1.09871 2.63690 0.1 0.0 0.0
C 5.12814 1.12727 1.43187 0.0 0.0 0.0
C 4.63686 1.87117 0.37307 0.0 0.0 0.0
C 3.43896 2.57660 0.46821 -0.1 0.0 0.1
C 2.97892 3.37720 -0.72060 0.0 -0.1 0.0
C 0.88162 3.45319 5.12982 0.1 0.1 0.1
C 0.05335 2.19799 5.10750 0.1 0.2 0.0
C 1.19864 4.03251 6.35580 0.0 0.0 -0.1
H 2.74088 6.76016 7.70017 0.0 0.0 0.0
H 2.89223 5.12795 8.36617 0.0 0.1 0.0
H 1.32197 5.92437 8.34978 0.0 0.0 0.0
H 3.00105 6.68778 5.31811 0.0 0.0 0.0
H 3.14020 6.83891 3.01765 0.0 0.0 0.0
H 1.80872 6.14000 2.09052 0.1 0.0 0.0
H 3.33369 5.26421 2.23842 0.0 0.0 0.0
H -1.59211 4.51468 0.61678 0.1 0.0 0.1
H -1.98130 6.81378 -0.16116 0.0 0.0 0.0
H -1.47491 7.43626 -2.49853 0.0 0.0 0.0
H -0.60226 5.73291 -4.06541 0.0 0.0 0.0
H -0.20398 3.41643 -3.26838 0.0 0.0 0.0
H 2.69390 1.74409 3.68309 0.0 0.0 0.0
H 4.83577 0.54710 3.48080 0.0 0.0 0.0
H 6.05002 0.57260 1.31516 0.0 0.0 0.0
H 5.19030 1.91411 -0.55755 0.0 0.0 0.0
H 3.82627 3.85589 -1.21192 0.0 0.0 0.0
H 2.26263 4.14749 -0.43780 0.0 0.1 -0.1
H 2.49784 2.72101 -1.44812 -0.1 0.0 0.0
H -0.60594 2.19046 4.24359 -0.1 -0.1 0.0
H -0.55242 2.12013 6.00954 0.0 0.0 0.0
H 0.68905 1.31242 5.05382 0.0 0.0 -0.1
H 0.83575 3.57005 7.26807 0.0 0.0 0.0
```
Positions in Å, forces in eV/Å.

As for the HOMO-LUMO gap (alpha / beta): 6.9 / 6.0 eV. The multiplicity is 6.

Okay, here come the natural (NBO) numbers, in e, for every atom: Rh 1.3660; O -0.5958; C 0.7361; O -0.7306; C 0.1369; C -0.2266; C -0.1111; C -0.0916; C -0.1667; C -0.2039; C -0.2007; C -0.1556; C 0.1459; N -0.4881; H 0.2554; H 0.2219; H 0.2159; H 0.2203; H 0.2217; H 0.2304; F -0.3737; C 0.6304; F -0.3790; F -0.3563; C -0.6301; C 0.0157; C -0.2639; C 0.0679; C -0.6630; C -0.2865; Te 1.1387; N -0.8606; C 0.5636; O -0.6700; C -0.0720; C -0.2105; C -0.2131; C -0.2016; C -0.1994; C -0.1993; C -0.3322; C -0.1350; C -0.2396; C -0.1810; C -0.2016; C -0.0299; C -0.6379; C -0.0345; C -0.6372; C -0.2237; H 0.2142; H 0.2209; H 0.2193; H 0.2051; H 0.2203; H 0.2204; H 0.2253; H 0.2169; H 0.2173; H 0.2163; H 0.2167; H 0.2314; H 0.2123; H 0.2185; H 0.2172; H 0.2126; H 0.2233; H 0.2173; H 0.2328; H 0.2269; H 0.2177; H 0.2284; H 0.2045

Table of calculated total energy (eV), in record order: -248245.720; -131851.885; -63301.245